The following is a DFT calculation (ωB97M-V/def2-TZVPD) of a 2-piece molecular cluster, CH3BrCl2Si overall at a distorted geometry.

**Electronic energy**: -3823.68110 a.u.
**Orbital gap**: 8.462 eV
**F_max**: 3.72 eV Å⁻¹

Structure (XYZ):
```
8
Properties=species:S:1:pos:R:3:forces:R:3
Br -1.2636 -1.4676 -0.9236 -0.03 -0.43 0.51
Cl -3.1218 -0.6143 -4.1477 0.43 0.10 -0.51
Cl -3.0337 -3.2650 -3.1564 -0.04 0.23 -0.41
Si 0.8225 -0.9349 -0.3165 -0.97 -0.50 -3.55
C -3.7633 -1.7142 -3.0611 -0.58 -0.45 0.70
H 1.2511 -0.6521 -1.7245 0.24 0.75 0.61
H 1.7450 -1.9330 -0.0175 0.80 -1.52 1.04
H 0.5415 0.0161 0.6265 0.14 1.82 1.62
```
Positions in Å, forces in eV/Å.


The following is a DFT calculation (ωB97M-V/def2-TZVPD) of a 2-piece molecular cluster, C2H9N2OP3 overall at a distorted geometry.

**Electronic energy**: -1290.29407 a.u.
**Orbital gap (alpha / beta)**: 6.403 / 7.308 eV
**F_max**: 3.99 eV Å⁻¹

Structure (XYZ):
```
17
Properties=species:S:1:pos:R:3:forces:R:3
P 1.8403 1.3513 -0.4506 -0.40 -0.15 -0.57
P 0.7002 -1.7785 -1.2063 -1.77 3.02 -0.29
P 2.4115 -0.7134 -0.3933 0.93 0.12 0.15
O -1.4912 0.8152 -1.8526 0.01 -0.55 1.28
N -1.2484 0.8326 0.4515 -1.99 -0.36 3.44
N 2.0676 -1.0310 1.2681 -1.70 -0.66 -1.27
C -0.9764 0.6412 -0.7851 1.81 1.06 -3.16
C -2.6570 0.9591 0.9190 -1.85 1.12 -0.14
H -0.5773 0.5901 1.1914 -0.20 0.10 -0.98
H 2.5535 -0.5135 1.9216 1.37 1.08 1.51
H 2.0165 -2.0028 1.4887 0.09 -0.47 0.32
H 0.6734 -0.8905 -2.4273 0.29 -1.52 1.03
H -2.8149 1.7845 1.6668 0.66 -0.55 -0.86
H -3.1524 0.0994 1.3897 0.99 -0.39 -0.10
H 1.4636 -2.8065 -1.5415 1.19 -1.92 -1.33
H -3.3649 1.1659 0.0666 1.20 0.06 0.56
H 2.5559 1.4969 -1.7068 -0.63 0.00 0.40
```
Positions in Å, forces in eV/Å.


The following is a DFT calculation (ωB97M-V/def2-TZVPD) of a 2-piece molecular cluster, C50H46N3 overall at a distorted geometry.

**Electronic energy**: -2096.84450 a.u.
**Orbital gap**: 4.489 eV
**Total charge**: +1
**F_max**: 2.69 eV Å⁻¹

Structure (XYZ):
```
99
Properties=species:S:1:pos:R:3:forces:R:3
N 1.4451 1.2752 -4.6861 0.02 -0.21 0.78
N -0.6341 -1.0160 2.2353 0.27 -0.06 -0.35
N 0.3736 5.7241 -0.7385 -0.58 -1.46 -1.30
C -1.0854 -0.1540 3.3418 0.27 0.18 -0.02
C -4.9224 1.4821 -1.3240 0.81 0.29 -0.43
C 0.8975 1.8353 -2.5337 -0.33 -0.45 -1.51
C -2.1636 1.6565 -5.5124 0.81 -0.34 0.02
C 2.8135 -3.6390 2.2733 0.13 0.16 0.24
C 0.0500 -7.2034 1.7814 0.37 0.13 0.07
C 3.4960 5.1193 1.8024 0.02 -0.84 -0.13
C 1.2162 5.5952 0.3669 1.09 -0.41 -0.56
C -0.8119 1.3384 -5.7441 -0.75 -0.09 0.29
C -2.3825 -3.7238 -0.8524 0.17 -0.16 0.32
C 4.0301 -3.0602 2.6444 0.01 0.01 -0.10
C 1.8069 6.6591 1.0199 0.20 0.37 0.69
C -1.5718 2.4765 -3.2794 -0.95 -0.30 -0.04
C -3.9837 2.5021 -1.0830 -0.66 -0.35 0.29
C -0.5347 -2.5526 -1.8835 -0.11 -0.30 -0.12
C -1.8464 -3.0266 -1.9399 0.21 -0.09 -0.14
C 1.7118 4.2698 0.3967 -0.16 0.41 0.25
C -2.7574 2.2198 -0.4833 0.18 -0.67 -0.10
C 0.3063 4.5538 -1.4058 0.17 1.23 0.49
C -0.3157 1.8868 -3.3628 0.88 0.48 -0.92
C -2.5303 2.2127 -4.2789 0.41 0.39 0.20
C -0.1290 7.0047 -1.2025 -0.24 0.33 -0.19
C 0.0550 1.4160 -4.6532 0.46 0.62 -0.30
C 4.1866 -1.6746 2.6221 -0.03 0.16 -0.02
C 0.1830 -5.8804 1.3559 -0.35 0.00 0.06
C 1.0572 2.2002 -1.1390 1.75 2.02 -0.28
C 0.2738 -4.8279 2.2802 0.41 -0.35 0.07
C 2.0168 -1.4931 1.5925 0.10 0.65 0.26
C -1.1070 0.5701 0.3941 0.40 -1.33 1.42
C 0.2607 -2.7858 -0.7521 -0.30 -0.11 0.20
C -4.5104 0.1510 -1.1889 0.25 0.42 0.20
C 2.9711 6.4080 1.7491 -0.40 0.25 -0.05
C -1.6498 -3.8343 0.3285 0.06 0.31 -0.72
C 3.1732 -0.8782 2.0774 0.09 -0.59 -0.24
C 0.3060 -3.3674 1.7834 0.38 -0.10 -0.30
C -0.6079 -2.4401 2.6577 -0.93 0.25 0.27
C 1.0401 3.5547 -0.7213 -0.37 -1.42 0.34
C 2.8623 4.0321 1.1594 -0.12 0.13 0.06
C 1.7437 -2.8359 1.8592 0.32 -0.33 -0.31
C 1.9381 1.4472 -3.4239 -1.26 0.23 0.93
C -1.0543 -0.6802 0.9762 -0.56 0.53 -0.09
C -0.3036 -2.3440 4.1480 0.14 0.10 0.21
C 0.5047 -6.5043 4.0373 0.02 0.18 -0.21
C -3.2454 -0.1354 -0.6915 -0.11 0.21 -0.16
C -2.3414 0.8864 -0.3027 -0.98 0.20 -0.70
C 0.5006 -5.1685 3.6229 -0.10 -0.31 -0.01
C 2.2298 1.2124 -5.9135 0.13 0.02 0.00
C -0.3319 -3.3242 0.3943 -0.13 -0.55 -0.29
C -0.9184 -1.0118 4.5975 -0.26 -0.01 0.43
C 0.2423 -7.5268 3.1243 -0.11 0.16 -0.01
H 0.1938 -5.6733 0.2799 -0.27 -0.08 0.52
H 0.7256 -4.4022 4.3623 -0.05 -0.40 -0.32
H 0.7196 -6.7262 5.0826 -0.10 -0.03 -0.27
H -0.2886 -0.5202 5.3449 -0.14 -0.08 -0.11
H -2.4455 -2.8955 -2.8457 0.25 0.04 0.33
H -0.1172 7.6868 -0.3561 -0.17 0.02 -0.18
H 3.0005 1.3751 -3.2078 -0.26 -0.09 -0.13
H -1.1525 6.9092 -1.5663 0.10 -0.08 0.06
H 3.2617 3.0147 1.1855 0.14 0.45 0.11
H -1.8025 3.1586 -2.4613 -0.25 -0.70 -0.14
H -0.4537 1.0067 -6.7188 -0.24 0.11 0.27
H 4.4480 4.9697 2.3226 -0.48 -0.11 -0.14
H 2.7094 -4.7243 2.3306 -0.05 0.42 0.11
H -2.0988 -4.3194 1.2028 0.24 0.19 -0.44
H -0.7567 -3.1902 4.6780 0.20 0.37 -0.08
H -1.5207 -1.5062 0.4479 -0.15 0.48 0.23
H -0.1204 -2.0117 -2.7379 -0.08 -0.27 0.22
H -2.9125 1.5064 -6.2993 0.38 0.10 0.38
H -0.1819 -7.9714 1.0430 0.28 0.10 0.22
H 1.2960 -0.8966 1.0402 0.23 -0.08 0.36
H -1.6552 -2.8096 2.5871 0.52 -0.09 -0.13
H 1.5992 0.7706 -6.6862 0.32 -0.03 0.07
H 3.4794 7.2403 2.2514 -0.22 -0.47 -0.23
H -1.9041 -1.1834 5.0586 0.37 0.07 -0.12
H 1.3258 -2.5311 -0.7706 -0.49 0.11 0.16
H -0.1979 4.4426 -2.3608 -0.08 0.19 0.30
H -3.5754 2.4794 -4.1209 0.36 0.21 0.01
H 0.2155 -8.5656 3.4492 -0.07 0.24 -0.05
H -4.2240 3.5212 -1.3844 -0.11 -0.07 0.43
H 5.1056 -1.2170 2.9900 -0.23 -0.14 -0.07
H -2.0833 3.0132 -0.1451 -0.22 -0.10 -0.25
H 4.8461 -3.7090 2.9750 -0.27 0.29 -0.09
H -0.4387 1.3493 0.7492 -0.54 0.22 0.39
H -0.4990 0.7747 3.3783 -0.15 -0.26 0.00
H -5.9229 1.7208 -1.6741 0.22 0.00 -0.08
H 0.7808 -2.3447 4.3269 -0.23 0.02 -0.06
H 3.2572 0.2100 2.0263 0.18 -0.35 -0.11
H 0.4956 7.4224 -2.0048 -0.06 -0.23 0.28
H -3.3680 -4.1913 -0.9116 0.24 0.29 -0.03
H 1.3898 7.6690 0.9659 0.32 -0.40 -0.04
H 1.5249 1.4645 -0.4828 0.13 0.22 -0.08
H -2.1459 0.1134 3.1981 0.33 0.03 -0.11
H 3.1273 0.6069 -5.7654 -0.24 -0.06 0.00
H 2.5597 2.2082 -6.2548 -0.31 -0.25 0.24
H -5.1706 -0.6623 -1.4841 0.06 0.15 0.20
H -2.9785 -1.1833 -0.5631 -0.15 0.46 -0.15
```
Positions in Å, forces in eV/Å.